This record from OMol25 describes a 5-piece molecular cluster, C14H41F2NO19P4S overall at a distorted geometry. The level of theory is ωB97M-V/def2-TZVPD.

Element x y z (Å)
H 0.261 2.710 0.331
H -1.723 4.797 7.468
H 1.692 -10.438 -9.610
H -1.117 5.642 -3.893
H 3.257 -10.297 -3.594
F 1.293 -3.323 -2.925
F -2.656 -3.750 -3.782
O 1.901 -10.444 -5.124
C -2.484 -0.421 6.621
H -0.430 8.296 2.901
H 1.273 -2.469 5.627
O 0.118 -8.899 -6.048
C -0.103 -7.893 -5.085
C 0.879 2.657 4.793
O -1.854 0.369 5.637
O -3.016 7.500 5.210
O 0.837 2.777 -2.093
C -0.119 5.226 -3.743
H 2.370 3.892 -4.049
H -3.283 8.205 3.303
H 1.545 -10.320 -3.115
H 0.573 6.839 3.087
P 1.164 4.192 -1.726
H -1.893 -0.469 7.539
C 2.257 -9.942 -3.853
O 0.203 5.310 -2.373
H 1.876 2.427 4.408
H 2.655 -9.196 -8.796
C -1.716 -1.634 -3.474
H -2.643 -1.429 6.231
C 3.121 4.390 -3.431
C -0.394 7.288 3.323
S -0.349 -3.889 -2.803
H -1.624 5.923 8.830
H -2.428 -1.162 -4.306
O 1.088 4.558 -0.163
O 2.645 -8.317 -6.464
H 1.773 3.162 1.174
H -4.747 7.647 4.139
H 0.936 2.867 5.864
H 3.099 -10.920 -8.635
O -1.424 6.807 7.003
O 2.644 4.676 -2.133
C 2.268 -10.213 -8.707
H -0.147 5.500 7.935
H -0.389 -2.829 5.105
H -3.454 0.023 6.855
H 3.999 3.745 -3.357
H 3.410 5.328 -3.912
H 0.237 3.956 1.589
H -0.312 -8.356 -4.118
O -1.873 5.145 5.004
H -3.592 6.457 3.507
H 0.506 3.555 4.291
O 0.270 -0.613 -4.732
O 1.423 -10.366 -7.590
C -0.385 -0.678 -3.416
H -2.278 -1.514 -2.435
P -0.246 0.461 5.622
O 0.006 1.589 4.505
O 0.394 0.692 6.956
O -0.532 7.380 4.725
C -3.687 7.441 3.971
O 0.209 -0.888 4.872
P -1.723 6.569 5.442
O -0.837 -3.970 -1.316
H 0.739 -1.466 -4.970
H 2.253 -8.850 -3.822
H -0.116 4.192 -4.096
H 0.756 -7.223 -4.997
H -0.972 -7.306 -5.389
P 1.623 -9.403 -6.319
H -0.770 0.426 -3.183
H 0.347 -0.941 -2.522
C 0.247 -2.094 5.606
H -0.102 -1.966 6.633
C 0.828 3.535 0.770
H 0.598 5.815 -4.321
O -0.292 -5.387 -3.293
N -1.458 -3.070 -3.874
C -1.219 5.692 7.841
H -1.183 6.686 2.867

The SMILES is O=S(=O)(F)N(F)CCO.COP(=O)(OC)OC.COP(=O)(OC)OC.COP(=O)(OC)OC.COP(=O)(OC)OC. As for the electronic energy: -4005.7984 a.u. The calculation puts the frontier orbital gap at 8.19 eV.

***

This record from OMol25 describes a 5-piece molecular cluster, C14H41N7O5 overall at a distorted geometry. The level of theory is ωB97M-V/def2-TZVPD.

Element x y z (Å)
H 0.851 4.352 -2.397
H -4.460 -0.084 1.799
C -4.592 -2.595 -0.355
C -1.615 3.381 -2.168
H 7.650 -1.019 0.079
N -1.110 -1.058 -0.339
O 3.370 0.844 4.274
H 1.644 0.605 -0.146
H -5.863 -3.127 1.960
N -4.828 -0.565 0.983
C 4.437 0.120 -0.597
H 2.787 2.459 1.024
C 0.144 -0.732 0.108
H 6.049 0.676 0.734
O 0.739 -1.406 0.951
H 1.311 1.957 3.186
N 5.337 -1.183 1.298
H -1.872 2.255 0.175
C 6.815 -0.778 -0.576
H 0.117 1.024 -0.967
H -3.047 1.086 -3.258
O 3.423 0.731 0.187
H -1.617 0.976 -2.501
H 0.881 0.511 2.333
H -1.626 4.336 -1.630
H 6.515 -1.708 -1.075
H 1.653 -1.408 2.906
H 4.037 2.685 -0.138
H -1.624 -0.473 -0.979
H -3.393 -5.337 -1.651
H -4.225 -3.606 2.401
H -3.660 2.950 -2.123
H 1.659 2.835 -2.235
H -4.301 -1.916 -1.169
C 5.659 -0.220 0.242
N -2.610 1.130 -2.345
H -3.523 1.615 0.114
H 3.226 -1.595 3.693
C -4.045 -4.470 -1.623
H -4.857 -2.144 3.057
H -3.886 -3.809 -2.483
N 1.493 0.998 2.967
H -1.617 -1.704 0.235
H 0.613 3.160 -3.641
H 7.171 -0.093 -1.346
N 0.700 0.376 -0.460
C -4.315 -1.952 0.991
H -3.278 3.398 0.066
H 4.695 0.803 -1.420
N 2.498 -1.030 3.300
O -0.376 2.734 -1.867
H -1.637 3.588 -3.244
C 2.515 0.319 3.576
H -5.086 -4.820 -1.715
H -3.226 -1.886 1.024
H 4.011 -0.810 -0.970
H -5.670 -2.793 -0.450
C 3.722 2.016 0.682
C -4.857 -2.754 2.148
C -2.749 2.470 -1.754
C 0.711 3.268 -2.551
H 4.470 2.005 1.471
O -3.855 -3.793 -0.403
H 5.331 -2.122 0.919
C -2.880 2.424 -0.212
H 4.425 -0.988 1.701
H -4.357 -0.110 0.206

The SMILES is COC[C@H](C)N.COC[C@H](C)N.COC[C@H](C)N.NC(N)=O.NC(N)=O. As for the electronic energy: -1317.5431 a.u. The energy above the lowest of the compared OMol25 structures with the same formula, charge and spin comes out at 6.8 kJ/mol. The calculation puts the frontier orbital gap at 9.28 eV.

***

This record from OMol25 describes a 7-piece molecular cluster, C14H42O7 overall at a distorted geometry. The level of theory is ωB97M-V/def2-TZVPD.

Element x y z (Å)
H 11.288 10.625 -9.491
H 12.837 10.544 -11.322
O 15.035 13.137 -13.597
H 17.217 9.611 -13.478
C 21.448 7.474 -13.539
H 15.452 11.798 -16.357
H 19.995 8.998 -13.090
C 21.648 12.441 -15.384
C 12.188 12.505 -11.932
H 14.581 13.316 -14.431
H 12.731 14.152 -16.239
C 16.665 10.110 -12.679
C 14.434 11.414 -16.434
H 22.368 5.972 -14.396
H 20.168 8.592 -14.816
H 21.777 13.285 -16.063
C 17.269 11.435 -12.274
H 16.817 11.833 -11.371
H 21.697 11.536 -16.002
H 16.004 15.523 -14.651
H 22.362 12.717 -9.559
H 19.309 7.496 -13.788
H 14.182 14.933 -12.986
H 22.031 11.086 -9.003
C 16.232 15.270 -13.611
H 14.451 10.577 -17.131
O 22.710 12.387 -14.420
C 13.516 12.483 -16.951
C 11.941 11.167 -11.247
H 20.936 11.753 -11.712
H 12.563 12.042 -17.278
H 21.612 7.265 -12.474
H 14.106 11.069 -15.455
C 21.697 11.865 -9.691
C 20.323 12.482 -14.653
H 15.032 11.132 -12.922
H 17.216 14.798 -13.590
C 20.154 8.187 -13.802
H 11.082 10.651 -11.683
H 19.493 12.503 -15.354
H 23.385 13.031 -14.645
H 16.370 16.228 -13.094
H 16.769 9.458 -11.796
H 22.914 11.882 -12.630
H 12.947 13.028 -11.351
O 13.329 13.467 -15.933
H 20.335 13.355 -13.996
H 15.413 14.216 -11.929
C 21.777 11.363 -11.129
O 21.462 6.268 -14.282
H 18.342 11.249 -12.132
H 11.260 13.061 -12.032
H 22.279 8.143 -13.808
H 17.227 12.131 -13.113
O 23.032 11.683 -11.694
H 12.626 12.294 -12.908
O 11.688 11.421 -9.851
H 20.673 12.122 -9.422
H 13.911 12.945 -17.865
H 20.255 11.617 -13.992
C 15.152 14.431 -12.966
O 15.296 10.210 -13.038
H 21.660 10.270 -11.107

The SMILES is CCO.CCO.CCO.CCO.CCO.CCO.CCO. As for the electronic energy: -1085.2017 a.u. The energy above the lowest of the compared OMol25 structures with the same formula, charge and spin comes out at 157.4 kJ/mol. The calculation puts the frontier orbital gap at 10.12 eV.

***

This record from OMol25 describes a 7-piece molecular cluster, C14H42O7 overall at a distorted geometry. The level of theory is ωB97M-V/def2-TZVPD.

Element x y z (Å)
O -1.978 22.705 -10.126
C 6.874 21.384 -8.624
H 0.856 22.194 -5.469
H 4.074 18.382 -8.193
H -1.692 24.141 -8.676
H 2.566 17.775 -15.084
H -1.662 19.707 -13.103
C 4.074 18.106 -9.247
C -0.958 24.861 -10.567
O 1.458 18.820 -12.047
H 4.690 18.824 -9.788
H 7.853 21.394 -9.103
H -0.114 22.260 -13.801
C -1.195 23.753 -9.566
H 6.511 23.474 -9.122
H 4.191 15.905 -8.904
H 1.079 17.412 -14.266
H 7.285 23.273 -7.585
C 2.881 22.679 -11.081
O 1.529 24.175 -7.003
O -0.670 20.752 -11.687
C 6.520 22.845 -8.232
H 0.126 20.228 -11.799
H -0.237 23.337 -9.252
C 1.000 23.141 -4.949
C 4.572 16.680 -9.569
O 2.713 22.389 -8.722
H 3.162 19.325 -13.066
H -2.302 21.323 -12.855
H 1.748 18.739 -11.136
H 2.038 23.370 -11.052
H 1.576 21.312 -10.017
H 1.363 22.936 -3.941
H 2.967 23.574 -5.634
H 5.654 16.811 -9.526
C 1.996 24.067 -5.679
H 0.548 20.682 -13.867
H 4.263 16.400 -10.575
C 2.428 18.520 -13.024
H 6.141 20.998 -9.332
O 5.236 22.884 -7.649
H -0.007 23.542 -4.831
O 2.727 18.126 -9.693
H 1.913 23.481 -7.544
H -0.741 21.175 -14.983
C 1.853 18.174 -14.363
H -1.924 25.306 -10.809
C 2.587 21.715 -9.955
H 1.400 19.042 -14.842
H 2.149 17.761 -9.019
H 3.296 20.892 -10.044
H 3.659 22.407 -8.557
H 2.176 25.034 -5.209
H 5.375 22.663 -6.725
H -0.227 25.602 -10.243
C -1.383 20.738 -12.884
H 2.910 17.586 -12.736
H 6.958 20.733 -7.753
H -1.510 21.980 -10.547
H 3.845 23.182 -10.996
H 2.863 22.175 -12.047
C -0.397 21.218 -13.949
H -0.596 24.364 -11.467

Its expectation value of S² is 0.755. As for the spin multiplicity: 2. Its total charge is +1. As for the electronic energy: -1084.8628 a.u. The energy above the lowest of the compared OMol25 structures with the same formula, charge and spin comes out at 0.0 kJ/mol. The calculation puts the frontier orbital gap (alpha / beta) at 10.72 / 3.11 eV.

***

This record from OMol25 describes C14H43FeO8 as an isolated structure at a distorted geometry. The level of theory is ωB97M-V/def2-TZVPD.

Element x y z (Å)
H -6.396 8.435 -28.009
C -7.836 8.970 -20.201
H -3.482 6.117 -19.174
H -4.262 3.260 -19.631
H -11.543 4.846 -18.360
H -11.421 1.378 -27.757
O -5.720 4.669 -19.532
H -10.519 -0.890 -28.109
C -4.495 -0.058 -27.305
H -7.558 6.821 -25.054
C -11.672 3.946 -18.961
C -6.902 9.072 -27.283
H -4.902 3.025 -26.379
C -4.191 1.249 -26.575
O -8.743 8.613 -21.240
H -5.827 9.289 -19.951
C -7.792 8.208 -26.340
H -12.327 2.870 -17.250
H -4.153 4.457 -20.899
H -9.069 -0.496 -27.145
C -4.397 4.320 -19.846
O -9.924 1.848 -26.352
O -7.012 7.239 -25.724
H -9.839 1.446 -28.436
H -2.474 4.697 -19.029
H -3.325 1.795 -26.950
H -8.986 1.981 -26.508
H -6.580 -1.619 -22.799
H -10.572 -0.601 -26.322
C -10.373 1.192 -27.521
H -10.715 3.425 -18.993
H -12.932 4.861 -20.068
H -7.926 8.248 -19.389
H -8.512 7.680 -26.966
H -9.438 -0.280 -21.599
O -9.118 0.429 -22.162
H -13.672 3.329 -18.385
C -12.640 2.993 -18.286
H -6.283 4.573 -20.304
H -8.598 7.671 -21.361
C -7.761 0.184 -22.273
H -4.038 1.132 -25.502
H -5.315 -0.591 -26.824
C -10.134 -0.304 -27.275
H -7.509 9.717 -27.918
Fe -11.000 3.212 -23.192
C -3.497 5.058 -18.919
O -12.195 4.264 -20.213
H -6.251 9.812 -21.595
H -3.812 4.923 -17.884
C -6.435 9.061 -20.826
C -7.599 -1.326 -22.545
H -8.342 -1.744 -23.224
H -4.745 0.195 -28.335
H -7.262 0.465 -21.346
H -6.189 8.068 -21.201
O -5.235 2.201 -26.743
H -8.271 8.884 -25.632
H -8.081 9.963 -19.823
H -12.663 1.980 -18.689
H -3.613 -0.694 -27.392
O -8.457 4.619 -22.775
H -7.728 -1.841 -21.593
H -6.205 9.736 -26.772
H -7.391 0.746 -23.130
H -7.558 4.237 -22.772

Its expectation value of S² is 6.133. As for the spin multiplicity: 5. Its total charge is +1. As for the electronic energy: -2424.2363 a.u. The energy above the lowest of the compared OMol25 structures with the same formula, charge and spin comes out at 1004.7 kJ/mol. The calculation puts the frontier orbital gap (alpha / beta) at 4.20 / 3.93 eV.

***

This record from OMol25 describes C14H44CrF4N2O18S4 as an isolated structure at a distorted geometry. The level of theory is ωB97M-V/def2-TZVPD.

Element x y z (Å)
C -0.408 -1.097 -6.190
O 0.275 4.968 5.637
C -1.290 3.956 4.248
H -3.757 1.613 2.245
H -0.873 -2.239 -3.211
H 1.540 -4.088 0.202
H -2.345 3.703 4.140
O -1.169 3.746 -1.421
H -0.558 2.807 7.040
O 0.225 5.052 -3.130
H 4.086 -6.436 -1.801
S 0.103 4.041 -2.077
O 2.433 1.169 -2.515
H 2.261 1.492 -3.400
H -1.417 4.219 7.655
H -5.025 -3.620 1.719
H 5.151 -5.515 0.469
S 1.302 5.371 -0.534
H 4.192 -0.373 -0.619
O 3.646 0.198 -0.078
F 1.238 -0.959 -1.053
C 4.063 -5.440 0.483
H 1.282 -5.677 -0.501
H -2.520 -0.903 -4.133
O -1.603 1.531 1.056
H 0.778 4.237 5.272
C -3.992 -2.132 0.499
N 1.077 1.011 0.095
C -1.263 0.045 -5.648
H -1.690 5.420 5.712
H -3.057 -4.214 -1.348
H 3.653 3.345 1.527
H 3.802 -0.100 0.818
H 4.144 -2.164 -2.718
C 3.315 -4.834 -0.742
O 2.935 2.753 1.306
C -5.008 -3.136 0.742
H -3.052 -1.905 -1.494
H 1.034 -0.270 6.302
H -4.639 2.837 2.365
H -1.502 0.406 -3.451
H 3.825 -4.824 1.350
H 0.349 -1.058 -3.636
O 0.025 5.760 0.084
S -0.112 1.405 1.328
O 0.354 1.205 2.669
O 2.018 6.322 -1.375
H -0.819 -1.501 -7.115
C -1.577 -0.363 -4.219
H -6.012 -2.777 0.514
H 2.691 2.349 2.139
O -0.619 -0.995 0.165
H -2.217 2.999 6.639
H 1.355 -4.273 -1.531
C -3.981 -2.266 -1.053
F 2.391 5.347 0.711
F 0.399 2.753 -2.963
O 3.646 -5.588 -1.892
H -0.717 3.105 3.880
C -0.596 -1.495 -3.958
O -4.732 -4.270 -0.132
C -4.063 -3.800 -1.271
H -0.667 0.955 -5.581
H 1.672 -0.070 4.944
S 0.703 -0.509 0.355
H 0.604 -0.724 -6.347
H -2.171 0.340 -6.173
H -4.780 -1.665 -1.489
F 0.296 2.882 1.109
Cr 2.472 2.147 -0.642
C 1.796 -4.726 -0.644
H 3.883 -6.497 0.681
H -1.091 4.678 3.456
H -4.563 -4.014 -2.216
H -4.239 -1.127 0.841
C -1.034 4.552 5.634
O -4.285 2.106 2.872
H 2.928 0.360 -2.646
O 1.554 -1.331 1.207
O 1.446 0.394 5.750
O 3.377 -1.605 -2.590
H -3.054 -2.434 0.965
N 1.514 3.861 -1.039
C -1.299 3.567 6.789
O -0.417 -2.116 -5.217
H 2.669 -2.061 -3.046
H 3.710 -3.819 -0.776

Its expectation value of S² is 6.052. As for the spin multiplicity: 5. Its total charge is +2. As for the electronic energy: -5059.3744 a.u. The calculation puts the frontier orbital gap (alpha / beta) at 2.84 / 2.27 eV.